Here is C31H48AuClN2O3PTe as an isolated structure from OMol25. Energies are from wB97M-V/def2-TZVPD.

Each line ends with the Mulliken charge.
Geometry (Å):
Au (-0.01031, -1.73675, -0.69361)  -0.03
C (4.10654, -3.19245, 0.09905)  -1.88
C (3.69227, -1.88669, 0.77960)  1.55
C (4.31117, -1.78071, 2.17438)  -1.47
C (4.03821, -0.67404, -0.06245)  0.50
C (5.32311, -0.51456, -0.57213)  -0.40
C (5.63699, 0.55850, -1.38387)  -1.50
C (4.65518, 1.48449, -1.70141)  -1.05
C (3.35788, 1.37850, -1.21303)  0.60
C (2.33857, 2.42737, -1.61362)  0.44
C (1.87825, 3.30332, -0.44476)  -0.88
C (1.14117, 1.84098, -2.36908)  -0.99
C (3.07421, 0.29512, -0.36449)  -0.19
N (1.76219, 0.07434, 0.11686)  1.04
C (1.39503, 0.47336, 1.24913)  -0.46
C (0.10925, 0.04156, 1.83356)  0.37
N (-0.46035, -1.04727, 1.50377)  0.35
C (-1.55475, -1.41753, 2.34663)  0.88
C (-2.79206, -1.82125, 1.79859)  0.62
C (-3.87223, -1.98789, 2.66046)  -0.33
C (-3.74814, -1.84147, 4.02870)  -1.57
C (-2.49752, -1.59378, 4.55832)  -0.56
C (-1.37929, -1.39699, 3.75027)  0.36
C (-0.06538, -1.26798, 4.52905)  0.23
C (1.16400, -1.95070, 3.92205)  -2.04
C (0.22306, 0.16308, 5.04547)  -1.54
C (-3.01893, -2.21177, 0.35027)  1.83
C (-3.10978, -3.74085, 0.26578)  -1.84
C (-4.23938, -1.56492, -0.29419)  -1.36
H (3.74847, -4.04558, 0.67920)  0.45
H (5.19209, -3.28046, 0.01488)  0.34
H (3.67782, -3.25807, -0.90155)  0.39
H (2.60620, -1.92601, 0.88402)  -0.29
H (5.40189, -1.74838, 2.10889)  0.40
H (4.03245, -2.63955, 2.78943)  0.38
H (3.98446, -0.87308, 2.68697)  0.28
H (6.08371, -1.24935, -0.33559)  0.34
H (6.63948, 0.67074, -1.77803)  0.35
H (4.89384, 2.31913, -2.35075)  0.38
H (2.87584, 3.08852, -2.30177)  0.54
H (1.11078, 2.81222, 0.15176)  -0.18
H (1.41007, 4.21021, -0.82567)  0.40
H (2.71459, 3.58839, 0.19979)  0.32
H (0.52385, 1.21856, -1.72243)  -0.08
H (1.46653, 1.24577, -3.22496)  0.28
H (0.49869, 2.64906, -2.72401)  0.38
H (2.01964, 1.09707, 1.90060)  0.10
H (-0.28436, 0.66327, 2.62662)  -0.47
H (-4.83235, -2.25463, 2.23732)  0.35
H (-4.60492, -1.96974, 4.67833)  0.36
H (-2.36861, -1.56921, 5.63529)  0.40
H (-0.26588, -1.86517, 5.42193)  1.04
H (1.50335, -1.53342, 2.97922)  0.26
H (0.96067, -3.00951, 3.74832)  0.37
H (1.99445, -1.87873, 4.62836)  0.54
H (-0.38358, 0.92487, 4.55469)  0.25
H (1.27268, 0.43144, 4.90536)  0.43
H (0.00538, 0.24083, 6.11166)  0.31
H (-2.15631, -1.94630, -0.25876)  -0.86
H (-3.97429, -4.12051, 0.81795)  0.38
H (-2.20945, -4.20685, 0.67246)  0.36
H (-3.20312, -4.04537, -0.77841)  0.47
H (-5.17556, -1.91840, 0.15065)  0.34
H (-4.26186, -1.82643, -1.35421)  0.47
H (-4.19030, -0.48468, -0.21170)  -0.02
Cl (-1.10370, -2.79064, -3.55937)  -0.29
C (0.30425, -2.81083, -2.38829)  -1.00
H (1.14275, -2.44445, -2.97815)  0.35
H (0.46016, -3.86996, -2.19663)  0.41
C (-6.21080, 1.79168, 0.04830)  -1.30
C (-4.94394, 2.61879, 0.05879)  -0.40
O (-3.84594, 1.72717, 0.22223)  0.41
P (-2.26647, 2.11765, 0.16505)  -0.83
O (-1.50824, 0.98370, -0.41565)  -0.19
Te (-2.04622, 4.32666, -0.68319)  -0.48
O (-1.89027, 2.11595, 1.76072)  0.27
C (-2.63137, 2.89240, 2.69656)  -0.67
C (-3.62461, 2.02152, 3.44073)  -0.49
H (-7.07920, 2.44080, -0.07827)  0.40
H (-6.32259, 1.23820, 0.98267)  0.24
H (-6.19081, 1.07359, -0.77208)  0.30
H (-4.95959, 3.34698, 0.87476)  0.30
H (-4.82246, 3.17985, -0.86844)  0.41
H (-3.11534, 3.72917, 2.18518)  0.40
H (-1.90371, 3.32556, 3.38827)  0.40
H (-4.33845, 1.58028, 2.74545)  -0.07
H (-4.16911, 2.61181, 4.18211)  0.45
H (-3.11383, 1.20314, 3.95306)  -0.04

Calculated values
LUMO energy   1.97 eV
Highest occupied orbital energy   -4.212 eV
Charge   -1
Relative energy (zero: lowest compared OMol25 entry of this formula, charge and spin)   0.0 kJ/mol
Frontier orbital gap   6.2 eV

Here is a 4-piece molecular cluster, C33H72NO3P overall from OMol25. Energies are from wB97M-V/def2-TZVPD.

Each line ends with the Mulliken charge.
Geometry (Å):
C (-6.97678, -0.22933, 1.42715)  -1.13
C (-5.87119, -1.23625, 1.10014)  -0.41
N (-4.62138, -0.84257, 1.77102)  -0.20
C (-3.61154, -0.24676, 0.88054)  0.04
C (-2.68345, 0.51702, 1.84729)  0.88
C (-1.83042, -0.26230, 2.84294)  -1.06
C (-0.35904, 0.17726, 2.79486)  -0.68
C (-0.01397, 1.37761, 3.67957)  -0.40
C (-0.82901, 2.62152, 3.37965)  -0.65
O (-0.16650, 3.79514, 3.82363)  -0.46
C (-0.91228, 4.94392, 3.43128)  -0.70
O (-3.62684, 1.47842, 2.39282)  -0.47
C (-4.16401, 2.02742, 1.28455)  0.16
O (-4.57942, 3.10670, 1.20001)  -0.58
C (-4.09687, 0.98052, 0.13250)  0.36
P (-3.22270, 1.40781, -1.43763)  -0.51
C (-1.38377, 1.37205, -1.26766)  0.87
C (-0.82254, 0.59960, -2.48495)  -1.63
C (-3.82363, 3.02265, -2.09391)  -0.67
C (-2.99075, 4.28321, -1.71178)  -0.98
H (-7.00354, -0.03148, 2.49168)  0.30
H (-7.93838, -0.63870, 1.11375)  0.41
H (-6.85602, 0.71816, 0.90576)  0.23
H (-5.75266, -1.37643, 0.02491)  0.25
H (-6.19216, -2.16422, 1.56703)  0.44
H (-4.20637, -1.61958, 2.26608)  0.31
H (-3.15636, -1.06143, 0.31090)  0.39
H (-2.00136, 1.17247, 1.30978)  -0.79
H (-2.21659, -0.15962, 3.85617)  0.34
H (-1.87018, -1.31509, 2.57020)  0.44
H (-0.01446, 0.31875, 1.77259)  0.29
H (0.23330, -0.65467, 3.17744)  0.34
H (-0.10269, 1.07656, 4.71961)  0.19
H (1.02654, 1.62854, 3.47659)  0.26
H (-0.96367, 2.70636, 2.29680)  0.40
H (-1.79987, 2.52199, 3.86492)  0.42
H (-1.90283, 4.65999, 3.07894)  0.28
H (-1.06347, 5.60698, 4.27840)  0.30
H (-0.43241, 5.44845, 2.59498)  0.27
H (-5.12529, 0.86140, -0.20403)  0.42
H (-1.02738, 0.85507, -0.38065)  -0.70
H (-0.91045, 2.35474, -1.28909)  0.60
H (-1.21630, -0.40872, -2.40081)  0.24
H (-1.17816, 1.07614, -3.39228)  0.40
H (0.26050, 0.52849, -2.44625)  0.40
H (-4.84334, 3.18708, -1.75980)  0.38
H (-3.82641, 2.95743, -3.17307)  0.56
H (-3.61513, 4.98626, -1.16898)  0.28
H (-2.64405, 4.78032, -2.61102)  0.30
H (-2.14044, 4.06903, -1.07264)  0.18
C (0.11801, -2.66927, -0.25107)  -0.78
C (0.87841, -3.15929, -1.47886)  -0.60
C (-0.03119, -3.70179, -2.57978)  -0.46
C (-0.86318, -4.92421, -2.19005)  -0.71
C (-0.05748, -6.12840, -1.70489)  -0.44
C (0.88914, -6.68963, -2.76199)  -1.21
H (-0.43022, -3.47776, 0.23618)  0.35
H (0.81051, -2.25235, 0.48322)  0.42
H (-0.59518, -1.88643, -0.52446)  -0.04
H (1.60930, -3.91570, -1.18019)  0.39
H (1.45442, -2.32494, -1.88932)  0.33
H (0.57924, -3.94005, -3.45566)  0.38
H (-0.71355, -2.90716, -2.89983)  0.14
H (-1.46401, -5.22396, -3.05445)  0.44
H (-1.58008, -4.64447, -1.41188)  0.24
H (-0.75758, -6.91501, -1.41081)  0.40
H (0.50897, -5.87036, -0.80570)  0.23
H (0.34032, -6.98601, -3.65819)  0.29
H (1.40683, -7.57088, -2.37990)  0.39
H (1.64964, -5.96215, -3.05009)  0.28
C (5.08007, -3.11806, 6.28919)  -1.27
C (3.95440, -2.38182, 5.56955)  -0.30
C (4.44243, -1.22565, 4.69842)  -0.47
C (5.15065, -0.09871, 5.45175)  -0.75
C (4.32833, 0.55401, 6.56177)  -0.44
C (3.05932, 1.23075, 6.05307)  -0.95
H (5.60685, -2.46596, 6.98753)  0.29
H (4.68250, -3.95793, 6.86128)  0.39
H (5.80577, -3.51302, 5.57508)  0.30
H (3.22311, -2.02495, 6.30021)  0.24
H (3.42393, -3.09354, 4.93063)  0.37
H (3.59063, -0.81583, 4.14677)  0.11
H (5.12753, -1.61809, 3.93982)  0.39
H (5.44450, 0.66935, 4.72920)  0.38
H (6.08357, -0.47641, 5.88077)  0.32
H (4.95102, 1.30456, 7.05598)  0.35
H (4.06967, -0.18208, 7.32810)  0.24
H (3.29484, 1.99453, 5.30916)  0.32
H (2.53109, 1.71608, 6.87527)  0.46
H (2.37365, 0.51149, 5.60181)  0.06
C (4.48732, 2.79473, -6.77740)  -1.18
C (3.18476, 2.55664, -7.53502)  -0.39
C (1.93959, 2.95539, -6.74504)  -0.84
C (1.71896, 2.17820, -5.44672)  -0.48
C (1.62391, 0.66192, -5.60686)  -0.18
C (0.44502, 0.21693, -6.46742)  -1.25
H (4.54434, 2.18840, -5.87197)  0.28
H (5.34441, 2.53450, -7.40052)  0.38
H (4.58624, 3.84459, -6.49357)  0.29
H (3.12292, 1.50786, -7.83849)  0.22
H (3.20655, 3.14004, -8.45948)  0.37
H (1.06252, 2.84493, -7.38949)  0.33
H (1.99923, 4.02162, -6.50364)  0.40
H (0.79990, 2.54331, -4.97579)  0.24
H (2.52519, 2.40731, -4.74323)  0.36
H (1.51670, 0.21656, -4.61385)  0.12
H (2.55264, 0.26237, -6.02346)  0.37
H (-0.49886, 0.57562, -6.05102)  0.25
H (0.39733, -0.87238, -6.51353)  0.38
H (0.53088, 0.58465, -7.49114)  0.36

Calculated values
LUMO energy   0.53 eV
Highest occupied orbital energy   -7.789 eV
SMILES   CCN[C@@H]1[C@H](CCCCOC)OC(=O)[C@H]1P(CC)CC.CCCCCC.CCCCCC.CCCCCC
Charge   0
Frontier orbital gap   8.3 eV

Here is C35H33ClIrN4Si2 as an isolated structure from OMol25. Energies are from wB97M-V/def2-TZVPD.

Each line ends with the Mulliken charge.
Geometry (Å):
C (-0.01389, 1.43188, 0.11905)  -0.53
C (0.73809, 1.60961, -1.06031)  -1.11
C (-0.11723, 1.33370, -2.18974)  0.02
H (1.73445, 2.01071, -1.16438)  0.56
C (-1.43658, 0.83632, -1.61128)  -0.22
C (-1.30751, 0.97193, -0.18073)  -1.03
H (-2.12382, 0.81392, 0.50560)  0.55
H (0.32623, 1.68312, 1.11635)  0.56
H (-0.01174, 1.78510, -3.17283)  0.65
H (-2.36108, 0.76878, -2.19452)  0.67
Ir (-0.12670, -0.64460, -1.99994)  1.41
Si (0.73593, -3.78329, -3.83581)  0.08
C (2.15438, -2.57541, -4.16278)  0.92
C (3.33589, -3.11101, -4.69743)  -0.83
H (3.38966, -4.19070, -4.87971)  0.42
C (4.40522, -2.26745, -5.01228)  -0.89
H (5.32920, -2.72543, -5.38301)  0.43
C (4.28840, -0.88378, -4.84589)  -0.91
H (5.11414, -0.24273, -5.18110)  0.45
C (3.12551, -0.34609, -4.26498)  -0.70
H (3.05958, 0.73849, -4.09901)  0.40
C (2.08676, -1.20524, -3.90746)  2.77
H (1.15310, -0.69611, -3.47508)  -1.83
C (-1.70581, 2.15450, -4.73166)  1.38
C (-1.12937, 3.35437, -5.17444)  -0.14
H (-0.23531, 3.33859, -5.80226)  0.15
C (-1.75123, 4.56815, -4.87866)  -0.76
H (-1.28265, 5.48773, -5.25263)  0.44
C (-2.93096, 4.58536, -4.11982)  -0.65
H (-3.39347, 5.54249, -3.85982)  0.38
C (-3.53350, 3.38927, -3.69167)  -0.85
H (-4.45745, 3.38720, -3.11590)  0.47
C (-2.93807, 2.17273, -4.03328)  -1.00
H (-3.42994, 1.22867, -3.78402)  0.69
H (0.00178, -2.61983, -2.96434)  0.18
Si (-1.02412, 0.41439, -5.07383)  -0.69
C (-2.28804, 0.13894, -6.52825)  0.66
C (-2.05538, 0.75464, -7.77010)  -0.13
H (-1.10164, 1.23007, -8.01301)  0.28
C (-3.07006, 0.82616, -8.73654)  -0.67
H (-2.87715, 1.34688, -9.68158)  0.41
C (-4.32323, 0.28166, -8.46068)  -0.56
H (-5.11483, 0.34624, -9.20992)  0.39
C (-4.55029, -0.37112, -7.24407)  -0.58
H (-5.54775, -0.77344, -7.03106)  0.40
C (-3.53098, -0.46571, -6.28741)  -0.41
H (-3.70722, -0.96703, -5.33135)  0.30
C (0.51943, 0.24163, -6.22082)  1.36
C (1.35117, 1.30525, -6.60258)  -0.27
H (1.19466, 2.28998, -6.16830)  0.22
C (2.39164, 1.10033, -7.52625)  -0.90
H (2.99067, 1.95990, -7.84564)  0.41
C (2.63426, -0.17490, -8.03607)  -0.80
H (3.43962, -0.32801, -8.74717)  0.43
C (1.82278, -1.24777, -7.65247)  -0.77
H (2.01387, -2.25457, -8.04730)  0.45
C (0.74857, -1.02735, -6.78502)  -0.28
H (0.09342, -1.85859, -6.50051)  0.63
H (0.16488, -4.49503, -4.94009)  -0.02
Cl (0.81311, -4.97735, -2.17106)  -0.23
N (2.57496, -2.15948, 0.84256)  -0.03
C (3.54765, -1.41423, 0.18517)  -0.99
C (2.95090, -0.87904, -0.93195)  -0.42
N (1.62243, -1.29795, -0.95395)  0.39
C (1.41879, -2.07042, 0.12374)  0.09
C (0.06208, -2.41784, 0.40860)  -0.19
N (-0.87161, -1.98067, -0.45291)  0.23
C (-2.11325, -2.23680, 0.13003)  -0.49
C (-1.90732, -2.80321, 1.36326)  -0.65
N (-0.53567, -2.89032, 1.53505)  -0.04
H (2.65980, -2.69592, 1.69818)  0.21
H (4.53264, -1.31476, 0.57239)  0.45
H (3.37058, -0.25084, -1.69024)  0.52
H (-3.02627, -1.99176, -0.38183)  0.52
H (-2.61594, -3.11845, 2.10579)  0.44
H (-0.03197, -3.27976, 2.33560)  0.23

Calculated values
LUMO energy (spin up / spin down)   -5.96 / -8.58 eV
Spin multiplicity   6
Highest occupied orbital energy (spin up / spin down)   -12.198 / -12.621 eV
Charge   +2
Relative energy (zero: lowest compared OMol25 entry of this formula, charge and spin)   55.0 kJ/mol
Frontier orbital gap (spin up / spin down)   6.2 / 4.0 eV

DFT total energy, respectively: -74849.57034 -52309.35057 -73887.60333 eV.